{
  "formula": "C4H4O",
  "method": "ωB97M-V/def2-TZVPD",
  "e_lumo_ev": 0.77,
  "spin_multiplicity": 1,
  "gap_ha": 0.372,
  "relative_energy_kcal_mol": 101.6,
  "charge": 0,
  "species": ["C", "C", "O", "C", "C", "H", "H", "H", "H"],
  "xyz": [[-1.194472, 0.330294, 0.039674], [0.085073, -0.394311, -0.256044], [0.513271, -1.322432, 0.543532], [1.068189, 0.088538, -1.245378], [1.697429, -0.210875, -0.127535], [-1.362102, 1.142507, -0.667457], [-1.165161, 0.714370, 1.063690], [-2.024426, -0.381574, -0.023024], [2.382195, 0.033487, 0.672540]],
  "forces_ev_per_angstrom": [[-0.020, 0.018, -0.051], [-0.544, 0.027, 0.191], [-0.116, 0.070, -0.155], [0.178, -0.261, 0.438], [0.397, 0.378, -0.335], [0.051, -0.116, 0.106], [0.021, -0.060, -0.117], [0.162, 0.040, 0.001], [-0.129, -0.095, -0.079]],
  "mulliken_charge": [-0.93, 0.94, -0.45, -0.83, 0.05, 0.32, 0.28, 0.29, 0.34]
}